No. 1
Computed, not measured: a 5-piece molecular cluster, C9H22B2N4O4P overall at a distorted geometry, with the ωB97M-V functional and the def2-TZVPD basis.

DFT total energy: -34480.4917 eV

```
! wB97M-V def2-TZVPD RIJCOSX def2/J DEFGRID3
* xyz -1 1
C -0.2058 2.1826 1.1281
O 0.0083 0.9606 0.4344
B 0.1922 -0.1213 1.3621
O 1.4897 -0.6317 1.4155
P -1.2273 -0.8461 2.5339
B -2.6624 -0.4077 1.2543
O -3.3758 0.8068 1.1909
O -3.0511 -1.3703 0.2801
H -1.1793 2.1685 1.5960
H -0.1709 3.0051 0.4254
H 0.5353 2.3417 1.9046
H 1.7356 -1.0384 0.5766
H -1.1144 -2.1933 1.9086
H -0.1617 -1.2488 3.5178
H -1.3199 0.4898 3.1983
H -2.2498 -1.3584 3.5260
H -3.9818 0.9064 1.9288
H -2.4521 -1.2297 -0.4598
C -0.6395 -1.0062 -3.2186
C 0.2165 -1.4316 -2.1203
N 0.8510 -1.7666 -1.2369
H -1.6471 -0.8213 -2.8524
H -0.2424 -0.0976 -3.6487
H -0.6766 -1.7725 -3.9894
C 2.3922 0.0693 5.4962
C 1.4385 1.1660 5.3861
N 0.6731 1.9961 5.2691
H 2.3551 -0.3516 6.4991
H 2.1330 -0.7014 4.7704
H 3.3978 0.4335 5.2946
C 3.1123 -2.4649 -4.4524
C 2.2472 -1.6386 -5.2912
N 1.5644 -0.9964 -5.9314
H 4.1467 -2.3529 -4.7700
H 3.0179 -2.1559 -3.4127
H 2.8203 -3.5089 -4.5407
C -1.2845 2.7207 -2.1333
C -1.4510 2.1793 -3.4819
N -1.5769 1.7048 -4.5112
H -2.0117 3.5116 -1.9636
H -1.4310 1.9309 -1.3950
H -0.2806 3.1236 -2.0218
*
```

natural (NBO) population analysis, charges in e, atoms 1 to 2: -0.2511 -0.8469

No. 2
Computed, not measured: a 2-piece molecular cluster, C6H17NOS overall at a distorted geometry, with the ωB97M-V functional and the def2-TZVPD basis.

DFT total energy: -20860.1494 eV
ΔE to the lowest compared entry with this formula, charge and spin: 0.00 kJ/mol

```
! wB97M-V def2-TZVPD RIJCOSX def2/J DEFGRID3
* xyz 1 2
C 1.2440 -1.4528 0.9666
N 0.9901 -0.3428 0.1526
C -0.1197 -0.4980 -0.8693
C -0.6406 0.9668 -1.1073
C -2.1136 0.9755 -0.7014
S -2.2886 2.3349 0.5866
C 0.5040 -1.1346 -2.1340
C 0.3203 -1.6757 2.2590
H 1.1807 -2.4011 0.4290
H 2.2171 -1.5855 1.4715
H 0.7539 0.3928 0.8281
H -1.0221 -1.0397 -0.5097
H -0.0198 1.6587 -0.5298
H -0.6975 1.2776 -2.1768
H -2.8674 1.1600 -1.4536
H -2.3871 0.1313 -0.0739
H -1.4881 3.2076 0.0448
H 0.8037 -0.5594 -2.9904
H 1.3533 -1.7874 -1.9009
H -0.3831 -1.7100 -2.4482
H -0.1078 -2.6963 2.1832
H -0.5412 -1.0158 2.2982
H 0.9556 -1.8064 3.1370
H 1.2007 2.4928 1.5919
H 1.9066 2.2697 0.2672
O 1.2465 2.8378 0.6797
*
```

natural (NBO) population analysis, charges in e, atoms 1 to 2: -0.3065 -0.1918

No. 3
Computed, not measured: a 2-piece molecular cluster, C2H13N6 overall at a distorted geometry, with the ωB97M-V functional and the def2-TZVPD basis.

DFT total energy: -11219.7174 eV
ΔE to the lowest compared entry with this formula, charge and spin: 49.43 kJ/mol

```
! wB97M-V def2-TZVPD RIJCOSX def2/J DEFGRID3
* xyz 1 1
C 1.0162 0.4271 0.5248
C 0.0568 -0.7926 0.7990
N 1.2873 0.2523 -0.9275
N 0.1212 1.6129 0.5620
N 2.0756 0.4261 1.4983
N 0.2549 -1.5945 1.7703
N -0.8427 -1.0247 -0.1812
N -2.5053 0.1356 -1.9533
H 1.9461 0.9350 -1.3268
H 1.5973 -0.7275 -1.0651
H -0.6047 1.4453 -0.0662
H 0.6956 2.4418 0.4857
H 2.9926 0.5653 1.0236
H 1.9569 1.2458 2.1384
H -0.2537 -2.5262 1.7455
H 1.0141 -1.3031 2.3082
H -1.0434 -0.3389 -0.9232
H -1.6651 -1.6507 0.0625
H -3.2485 -0.5167 -1.7704
H -2.0395 -0.0982 -2.8812
H -2.8116 1.0857 -1.8231
*
```

natural (NBO) population analysis, charges in e, atoms 1 to 2: 0.3546 0.5474

No. 4
Computed, not measured: C28H40As3ClN7O5SV as an isolated structure at a distorted geometry, with the ωB97M-V functional and the def2-TZVPD basis.

DFT total energy: -281913.2783 eV

```
! wB97M-V def2-TZVPD RIJCOSX def2/J DEFGRID3
* xyz 0 1
V 0.3591 -1.2011 0.3593
Cl 3.8576 4.5407 3.5866
C 3.0960 3.0694 3.0523
C 3.8504 2.0862 2.4445
C 3.2146 0.9540 1.9562
C 1.8462 0.8124 2.0633
O 1.2034 -0.2407 1.4756
C 1.1103 1.7347 2.7983
C -0.2760 1.4279 3.2710
N -0.8136 0.3554 2.9448
C -1.9776 -0.2074 3.5019
C -2.9579 0.4709 4.1610
C -4.0802 -0.2048 4.6898
C -4.1874 -1.5564 4.5553
C -3.1756 -2.2938 3.8927
C -3.2396 -3.7021 3.7391
C -2.2221 -4.3438 3.1211
C -1.1435 -3.5840 2.5963
N -1.0691 -2.2790 2.6542
C -2.0691 -1.6276 3.3407
C 1.7430 2.8762 3.2601
H 4.9243 2.1986 2.3646
H 3.7747 0.1530 1.5029
H -0.7031 2.1173 4.0149
H -2.8841 1.5491 4.2644
H -4.8562 0.3565 5.1966
H -5.0509 -2.0845 4.9446
H -4.1010 -4.2392 4.1182
H -2.2219 -5.4173 2.9911
H -0.3333 -4.0900 2.0941
H 1.1690 3.6143 3.8089
C 3.8404 -0.1909 -1.1281
As 2.2322 -1.2985 -1.2879
C 3.2924 -2.9185 -1.4094
C 1.7818 -0.9366 -3.1506
C 1.1211 0.4204 -3.4601
C 0.9683 0.4929 -4.9859
C -0.2881 0.5391 -2.8515
As -0.6337 0.7136 -0.9028
C -0.2341 2.5703 -0.5084
C -2.5271 0.9986 -1.2855
C 2.0000 1.5954 -2.9735
As 1.4560 3.4021 -3.5697
C 2.7000 4.3477 -2.3855
C 2.5980 3.5261 -5.1548
H 4.3293 -0.1928 -2.0976
H 4.4989 -0.6811 -0.4132
H 3.6667 0.8287 -0.8044
H 4.0995 -2.7475 -2.1145
H 2.6753 -3.7529 -1.7225
H 3.6993 -3.1163 -0.4215
H 1.1160 -1.7546 -3.4301
H 2.6996 -1.0371 -3.7312
H 0.3938 -0.3625 -5.3510
H 1.9486 0.4770 -5.4740
H 0.4457 1.4040 -5.2897
H -0.8785 -0.3445 -3.1058
H -0.7734 1.4016 -3.3008
H -0.4841 3.2103 -1.3482
H 0.8092 2.7076 -0.2201
H -0.8516 2.8343 0.3505
H -2.5925 1.6796 -2.1286
H -3.0359 1.4277 -0.4271
H -2.9891 0.0468 -1.5363
H 3.0351 1.4526 -3.2934
H 1.9872 1.6191 -1.8871
H 2.3697 4.2756 -1.3480
H 2.7334 5.4006 -2.6626
H 3.7040 3.9253 -2.4715
H 2.1415 3.0223 -6.0046
H 3.5750 3.0822 -4.9539
H 2.7312 4.5775 -5.4077
O 0.8066 -3.1452 0.3578
S -0.2265 -3.4397 -0.7362
O 0.4299 -3.7027 -1.9988
O -0.8872 -2.0360 -0.8219
O -1.1730 -4.4335 -0.3130
N -5.2309 -3.5317 1.0813
N -4.6291 -2.2802 1.1509
N -5.2155 -1.2437 1.6969
C -4.2439 -0.3392 1.5859
N -3.1380 -0.8336 1.0075
N -3.4167 -2.0919 0.7198
H -6.1892 -3.4033 0.7877
H -4.6887 -4.0846 0.4290
H -4.3451 0.6758 1.9375
*
```

Mulliken population analysis, charges in e, atoms 1 to 2: 1.5913 -0.2332

No. 5
Computed, not measured: one molecule with the formula C8H14S2 at a distorted geometry, with the ωB97M-V functional and the def2-TZVPD basis.

DFT total energy: -30189.0819 eV
ΔE to the lowest compared entry with this formula, charge and spin: 285.51 kJ/mol

```
! wB97M-V def2-TZVPD RIJCOSX def2/J DEFGRID3
* xyz 0 1
C 1.2127 -1.1065 0.7558
C 0.1636 -0.5706 0.3021
C 2.6106 -0.6954 0.0631
C 1.2148 -2.3089 1.6894
C -1.1550 1.5243 0.7771
C -2.1515 -0.2155 -0.7393
C -0.1566 0.9186 -1.6881
C -0.7306 0.4289 -0.3822
S 2.2128 -1.3155 -2.9351
S 3.0898 -1.8261 -1.2864
H 2.5560 0.4049 -0.3327
H 3.3809 -0.7921 0.8903
H 1.7666 -3.1550 1.3872
H 0.1551 -2.6492 1.7931
H 1.5407 -2.0509 2.6787
H -2.1433 1.9462 0.6488
H -1.3116 0.9407 1.6895
H -0.3940 2.2796 0.9603
H -1.9273 -1.3711 -1.0084
H -2.6385 0.3223 -1.6144
H -2.8076 -0.1374 0.1941
H 0.4342 1.8147 -1.5975
H -0.8410 0.9102 -2.5647
H 0.5314 0.0437 -1.9115
*
```

natural (NBO) population analysis, charges in e, atoms 1 to 2: -0.1524 0.1830

No. 6
Computed, not measured: C26H14Cl5N4NaO2S4Se as an isolated structure, with the ωB97M-V functional and the def2-TZVPD basis.

DFT total energy: -212964.0565 eV
ΔE to the lowest compared entry with this formula, charge and spin: 80.10 kJ/mol

```
! wB97M-V def2-TZVPD RIJCOSX def2/J DEFGRID3
* xyz -2 1
Na 0.0407 0.0211 -0.0120
Se 1.7685 3.7459 7.0773
N 2.5966 2.4422 6.1607
C 1.8685 2.2010 5.1093
C 2.1986 1.1796 4.1247
C 3.3317 0.3739 4.2247
C 3.5777 -0.5562 3.2390
C 2.6803 -0.6509 2.1765
N 1.6019 0.1034 2.0708
C 1.3524 1.0059 3.0233
C 0.1451 1.8374 2.8501
N -0.5882 1.5838 1.7706
C -1.6574 2.3336 1.5299
C -2.0525 3.3599 2.3946
C -1.3126 3.6107 3.5258
C -0.1742 2.8382 3.7745
C 0.6832 3.0322 4.9310
N 0.4744 3.9334 5.8498
H 3.9954 0.4947 5.0712
H 4.4443 -1.2025 3.2762
H 2.8326 -1.3639 1.3729
H -2.2154 2.0723 0.6343
H -2.9344 3.9392 2.1584
H -1.5894 4.3928 4.2217
Cl -4.2437 -6.1707 0.1076
C -2.9976 -4.9843 -0.0993
C -2.5832 -4.1855 0.9691
Cl -3.3294 -4.4002 2.5190
C -1.5855 -3.2444 0.8102
Cl -1.0545 -2.2799 2.1393
C -0.9229 -3.0182 -0.4390
O 0.0022 -2.1803 -0.5912
C -1.3738 -3.8688 -1.4979
Cl -0.5842 -3.6625 -3.0241
C -2.3714 -4.8092 -1.3334
Cl -2.8492 -5.8045 -2.6721
S -3.8809 1.9316 -2.5906
C -2.6512 1.1815 -1.7092
S -0.9833 1.6272 -1.9329
S -2.9972 -0.0225 -0.5097
C 2.5813 -2.1287 -2.2995
S 1.7748 -0.5395 -2.5665
O 2.0053 0.2108 -1.2909
C 2.9924 0.1173 -3.7206
C 2.9783 -0.2986 -5.0460
C 3.9018 0.2247 -5.9366
C 4.8219 1.1743 -5.5043
C 4.8105 1.6019 -4.1845
C 3.8905 1.0752 -3.2859
H 3.5888 -1.9547 -1.9197
H 2.5990 -2.6962 -3.2310
H 1.9346 -2.6236 -1.5746
H 2.2325 -1.0146 -5.3740
H 3.8938 -0.0936 -6.9719
H 5.5357 1.5932 -6.2033
H 5.5128 2.3576 -3.8541
H 3.8324 1.3990 -2.2535
*
```

natural (NBO) population analysis, charges in e, atoms 1 to 2: 0.8303 0.8055